C4H4O5 in the gas phase. Source: the OMol25 dataset; level of theory: ωB97M-V/def2-TZVPD.

Multiplicity: 1
Gap between HOMO and LUMO in eV: 10.644
Charge: 0
ΔE to the lowest compared entry with this formula, charge and spin in kcal/mol: 115.67
LUMO level in eV: -0.204
SMILES: O=C(O)[C@H]1O[C@@H]1C(=O)O

Atoms and positions in Å:
O1 0.8308 -1.4962 1.8621
C1 -0.1574 -0.7045 1.6947
O2 -1.3419 -0.7451 2.4426
C2 -0.1136 0.2651 0.5910
O3 1.0664 0.7359 0.1710
C3 0.5259 -0.2969 -0.6585
C4 0.0721 0.2878 -2.0192
O4 -0.2818 -0.3998 -3.0008
O5 0.0099 1.6586 -2.1059
H1 -1.5862 -1.5063 2.5211
H2 -0.6412 0.9559 0.4966
H3 1.1599 -0.9563 -0.7709
H4 0.4570 2.2018 -1.2236

---

A molecular structure, C4H4O5Ru. Source: the OMol25 dataset; level of theory: ωB97M-V/def2-TZVPD.

Multiplicity: 6
Gap between HOMO and LUMO (alpha / beta) in eV: 8.748 / 6.148
Charge: +3
ΔE to the lowest compared entry with this formula, charge and spin in kcal/mol: 106.90
LUMO level (alpha / beta) in eV: -14.755 / -20.322

Atoms and positions in Å:
Ru1 -0.0366 -0.1275 -0.3445
C1 0.0124 1.3271 0.8570
O1 0.0153 2.2317 1.5846
C2 0.0329 1.1414 -1.7517
O2 0.0135 2.0120 -2.5224
C3 -2.0002 -0.2934 -0.4420
O3 -3.1441 -0.4034 -0.5440
C4 1.9057 -0.5417 -0.4020
O4 3.0073 -0.8568 -0.4963
H1 -0.1263 -1.9635 -1.1193
H2 -0.1160 -1.4517 -1.7328
O5 0.0189 -1.5989 1.5932
H3 -0.3652 -2.4999 1.5698
H4 -0.2585 -1.2215 2.4530

---

A molecular structure, C4H4O6Tb. Source: the OMol25 dataset; level of theory: ωB97M-V/def2-TZVPD.

Multiplicity: 8
Gap between HOMO and LUMO (alpha / beta) in eV: 6.699 / 6.701
Charge: +2
ΔE to the lowest compared entry with this formula, charge and spin in kcal/mol: 0.00
LUMO level (alpha / beta) in eV: -10.658 / -10.656

Atoms and positions in Å:
O1 -0.2632 2.8381 -1.6699
C1 -0.7501 1.8052 -1.1314
O2 -1.9414 1.4612 -1.3783
O3 0.0281 1.1070 -0.3246
O4 0.3494 0.1654 1.6549
C2 1.3089 -0.8327 1.4387
C3 -0.5359 0.2963 0.6449
Tb1 -2.3343 3.5036 -2.8179
H1 1.5618 -1.2913 2.4008
H2 2.1727 -0.4566 0.8722
H3 -1.5899 0.4692 0.8761
C4 0.5465 -1.9129 0.5062
O5 -0.2379 -2.7259 0.9247
H4 0.5663 -2.4633 -1.3078
O6 1.1190 -1.9633 -0.6885

---

A molecular structure, C4H4O6Yb. Source: the OMol25 dataset; level of theory: ωB97M-V/def2-TZVPD.

Multiplicity: 3
Gap between HOMO and LUMO (alpha / beta) in eV: 6.161 / 4.969
Charge: +2
ΔE to the lowest compared entry with this formula, charge and spin in kcal/mol: 0.00
LUMO level (alpha / beta) in eV: -8.745 / -12.774

Atoms and positions in Å:
O1 2.9211 -0.6360 -0.5821
C1 1.9787 -0.0327 -0.0015
O2 2.2044 1.0359 0.6381
O3 0.7645 -0.5442 -0.0809
O4 -1.0810 -0.8995 1.1722
C2 -1.8288 -1.6340 0.2917
C3 -0.2882 0.0910 0.6327
Yb1 4.6666 0.9150 0.1371
H1 -2.6016 -2.2207 0.7842
H2 -1.3706 -1.9010 -0.6617
H3 0.1105 0.7013 1.4494
C4 -1.1828 0.9916 -0.2915
O5 -1.9943 1.7431 0.1800
H4 -1.4136 1.5054 -2.0958
O6 -0.8850 0.8847 -1.5718

---

A molecular structure, C4H4OPr. Source: the OMol25 dataset; level of theory: ωB97M-V/def2-TZVPD.

Multiplicity: 4
Gap between HOMO and LUMO (alpha / beta) in eV: 6.093 / 6.761
Charge: +2
ΔE to the lowest compared entry with this formula, charge and spin in kcal/mol: 113.55
LUMO level (alpha / beta) in eV: -11.524 / -11.074

Atoms and positions in Å:
O1 -1.9072 0.5018 0.5220
C1 -1.2716 0.0186 -0.5311
C2 0.1342 -0.2942 -0.2900
C3 1.5533 0.0170 -0.0478
C4 0.6952 -0.5262 1.0256
H1 -0.4321 0.4204 -1.5023
H2 -1.8002 -0.6732 -1.2168
H3 1.8906 1.0667 -0.0465
H4 2.2921 -0.6489 -0.5243
Pr1 -1.1542 0.1179 2.6111

---

C4H4OS in the gas phase. Source: the OMol25 dataset; level of theory: ωB97M-V/def2-TZVPD.

Multiplicity: 1
Gap between HOMO and LUMO in eV: 8.313
Charge: 0
ΔE to the lowest compared entry with this formula, charge and spin in kcal/mol: 79.50
LUMO level in eV: -0.331
SMILES: C#CC(=S)OC

Atoms and positions in Å:
C1 -0.7316 -1.5370 -1.8364
C2 -1.2921 -0.5476 -1.3251
C3 -1.5519 0.9363 -1.0134
S1 -2.5597 1.6468 -2.1367
O1 -0.9854 1.5730 -0.0900
C4 0.1893 1.0423 0.4953
H1 -0.6338 -2.4448 -2.2427
H2 0.1760 0.0085 0.6810
H3 0.3090 1.4436 1.4726
H4 1.0892 1.1825 -0.0282

---

C4H4OS in the gas phase. Source: the OMol25 dataset; level of theory: ωB97M-V/def2-TZVPD.

Multiplicity: 1
Gap between HOMO and LUMO in eV: 7.781
Charge: 0
ΔE to the lowest compared entry with this formula, charge and spin in kcal/mol: 55.12
LUMO level in eV: -1.037
SMILES: C=CC(=O)C=S

Atoms and positions in Å:
C1 -1.0214 0.5578 -1.1753
C2 0.2684 0.6447 -0.9889
C3 0.9246 0.0491 0.2629
O1 2.0934 0.2167 0.5630
C4 0.2771 -0.9645 1.5006
S1 -1.2911 -1.3669 1.6333
H1 -1.6879 1.1294 -1.8529
H2 -1.5070 -0.0960 -0.4410
H3 0.9556 1.1327 -1.6920
H4 0.9884 -1.3030 2.1903

---

C4H4OS in the gas phase. Source: the OMol25 dataset; level of theory: ωB97M-V/def2-TZVPD.

Multiplicity: 1
Gap between HOMO and LUMO in eV: 10.172
Charge: 0
ΔE to the lowest compared entry with this formula, charge and spin in kcal/mol: 44.83
LUMO level in eV: 0.322
SMILES: C#CC(=O)SC

Atoms and positions in Å:
C1 -0.7266 0.8284 -2.7746
C2 -0.6132 0.5158 -1.6204
C3 -0.4926 0.2219 -0.1400
O1 -1.4340 0.3435 0.6147
S1 1.0930 -0.3710 0.3537
C4 0.6715 -0.7699 2.1578
H1 -0.7467 0.9605 -3.8455
H2 -0.3277 -1.2454 2.2776
H3 1.3727 -1.4817 2.5592
H4 0.6515 0.1783 2.6949

---

C4H4OS2 in the gas phase. Source: the OMol25 dataset; level of theory: ωB97M-V/def2-TZVPD.

Multiplicity: 1
Gap between HOMO and LUMO in eV: 7.441
Charge: 0
ΔE to the lowest compared entry with this formula, charge and spin in kcal/mol: 46.06
LUMO level in eV: -1.210
SMILES: S=C/C=C\OC=S

Atoms and positions in Å:
S1 1.4245 2.0995 0.6070
C1 1.7194 0.5934 1.0150
C2 1.0005 -0.5957 0.7431
C3 -0.0937 -0.6686 -0.0491
O1 -0.7822 0.5062 -0.3478
C4 -1.8899 0.4075 -1.1153
S2 -2.7534 -0.9806 -1.5394
H1 2.6526 0.3639 1.5649
H2 1.4420 -1.6030 0.7468
H3 -0.5350 -1.5605 -0.4017
H4 -2.1848 1.4381 -1.2236

---

C4H4P2 in the gas phase. Source: the OMol25 dataset; level of theory: ωB97M-V/def2-TZVPD.

Multiplicity: 1
Gap between HOMO and LUMO in eV: 9.108
Charge: 0
ΔE to the lowest compared entry with this formula, charge and spin in kcal/mol: 33.94
LUMO level in eV: -0.016
SMILES: P#CC[C@H]1C=P1

Atoms and positions in Å:
P1 -3.1749 0.1979 -0.1676
C1 -1.7087 -0.1264 0.2548
C2 -0.3284 -0.6548 0.5444
C3 1.0550 0.0061 0.1708
C4 0.9780 0.9009 -1.0022
P2 1.1982 1.8688 0.3249
H1 -0.1157 -1.5789 -0.1616
H2 -0.3988 -0.8398 1.5553
H3 1.8366 -0.6023 0.4443
H4 0.6587 0.8285 -1.9632